19
Properties=species:S:1:pos:R:3:forces:R:3:nbo_charge:R:1 method="wB97M-V/def2-TZVPD" total_charge=+1 e_tot_ha=-535.37380 homo_lumo_gap_ev=8.37
C 2.825 0.622 -0.356 -1.145 1.246 -0.799 -0.1787
C 2.046 1.817 -0.243 -0.076 -0.211 0.865 -0.1111
C 2.176 -0.589 -0.321 1.305 -0.029 1.111 -0.1538
C 0.688 1.792 -0.060 -1.343 -0.687 0.214 -0.2517
C 0.099 -1.867 0.166 1.290 1.846 -0.462 0.0174
C -1.258 -1.864 0.269 -2.678 -2.665 0.894 -0.3712
C 0.782 -0.644 -0.080 -0.769 0.262 -0.102 -0.1403
C -1.947 -0.676 0.130 -2.196 2.373 0.055 0.3565
C 0.027 0.572 -0.034 1.593 -2.016 -0.809 0.3576
C -3.805 0.201 0.146 1.255 0.428 -0.137 0.5014
O -3.776 1.221 -0.435 -0.106 -2.000 0.979 -0.3904
O -1.322 0.486 -0.017 0.349 -0.520 0.461 -0.3808
H 3.875 0.807 -0.562 -0.020 -0.689 0.266 0.2518
H 2.515 2.779 -0.119 0.352 0.082 -0.371 0.2444
H 2.813 -1.488 -0.246 -0.734 0.304 -0.379 0.2450
H -0.018 2.566 0.170 0.504 1.161 -0.281 0.2517
H 0.796 -2.665 0.271 -0.281 -1.186 0.052 0.2489
H -1.894 -2.836 0.509 1.573 2.234 -0.655 0.2823
H -4.621 -0.234 0.813 1.129 0.069 -0.903 0.2209